[1]
Formula: C5H14N2
Source: the Open Molecules 2025 dataset
Level of theory: wB97M-V/def2-TZVPD

Properties
Relative energy (zero: lowest compared OMol25 entry of this formula, charge and spin) = 2.5365 eV
Orbital gap = 0.356 hartree
HOMO = -8.5685 eV
SMILES = CNCCCCN

CARTESIAN COORDINATES (ANGSTROEM)
C (3.45630, 0.26527, -0.67465)
N (1.91429, 0.54400, -0.48916)
C (0.95801, -0.37868, -1.04180)
C (-0.55205, -0.00186, -0.85852)
C (-0.65510, 0.22419, 0.76938)
C (-1.92996, -0.46506, 1.47999)
N (-3.25335, -0.14513, 0.84285)
H (3.97266, 1.15987, -0.27593)
H (3.87279, 0.03057, -1.61914)
H (3.59594, -0.60740, 0.13125)
H (1.78053, 1.42842, -1.07346)
H (1.15925, -0.63606, -2.07545)
H (1.20719, -1.37556, -0.57842)
H (-0.77153, 0.98513, -1.28547)
H (-1.42980, -0.62743, -1.11420)
H (0.19371, -0.15205, 1.25126)
H (-0.91432, 1.27574, 1.00317)
H (-1.93391, -0.13339, 2.49402)
H (-1.88837, -1.57077, 1.61109)
H (-3.21059, 0.44473, 0.02866)
H (-3.92335, -0.87698, 0.98040)



[2]
Formula: C28H52ClN5O5
Source: the Open Molecules 2025 dataset
Level of theory: wB97M-V/def2-TZVPD

Properties
Orbital gap = 0.296 hartree
HOMO = -7.9401 eV
SMILES = CCCCNc1nc2c(C[C@@H](O)CN)c(Cl)c(C[C@@H]3CO3)c(N)c2nc1C.CC(C)O.CC(C)O.CC(C)O

CARTESIAN COORDINATES (ANGSTROEM)
C (6.17534, -2.70756, 0.11345)
C (5.45270, -2.17414, 1.36856)
C (4.30968, -1.18328, 1.02523)
C (4.61947, 0.24172, 1.49203)
N (4.00580, 1.31859, 0.69592)
C (2.68909, 1.06759, 0.29426)
N (2.46054, 0.76682, -0.94891)
C (1.16625, 0.52365, -1.30592)
C (0.87518, 0.17894, -2.65444)
C (1.93386, 0.08003, -3.73394)
C (3.21197, -0.69884, -3.40088)
O (3.32424, -1.86185, -4.22444)
C (4.49690, 0.11886, -3.65924)
N (4.47194, 1.52388, -3.24518)
C (-0.46409, -0.04748, -2.96302)
Cl (-0.95181, -0.47692, -4.58346)
C (-1.52587, 0.05831, -2.01963)
C (-2.95894, -0.15775, -2.39237)
C (-3.36653, -1.58564, -2.08037)
C (-3.96760, -2.40501, -3.33672)
O (-4.64678, -1.85284, -1.99786)
C (-1.18942, 0.36947, -0.71773)
N (-2.16485, 0.49714, 0.29932)
C (0.15832, 0.60793, -0.34397)
N (0.39874, 0.93883, 0.95897)
C (1.63920, 1.17175, 1.26345)
C (1.93890, 1.56561, 2.67885)
H (5.82316, -2.21901, -0.79029)
H (7.24751, -2.56385, 0.18739)
H (5.97692, -3.76820, 0.00048)
H (6.16131, -1.66138, 2.01128)
H (5.00309, -3.00415, 1.89876)
H (4.15241, -1.19779, -0.04993)
H (3.39052, -1.55312, 1.47600)
H (4.32721, 0.33702, 2.53535)
H (5.69694, 0.37244, 1.48334)
H (4.57445, 1.47516, -0.12361)
H (2.18356, 1.09275, -4.05051)
H (1.50285, -0.39834, -4.59893)
H (3.20422, -1.02039, -2.36871)
H (3.49222, -1.53836, -5.11318)
H (4.68356, 0.11201, -4.73454)
H (5.33790, -0.39452, -3.19999)
H (4.63349, 2.13720, -4.02520)
H (5.12108, 1.72627, -2.50586)
H (-3.16215, -0.02563, -3.44079)
H (-3.63252, 0.46560, -1.80836)
H (-2.72178, -2.15768, -1.42564)
H (-4.78294, -3.11582, -3.48545)
H (-3.27032, -3.24918, -3.03003)
H (-1.76116, 0.17502, 1.17170)
H (-2.95557, -0.11183, 0.13632)
H (1.96585, 0.69167, 3.32534)
H (2.85212, 2.13902, 2.75699)
H (1.09528, 2.16151, 3.01599)
C (-3.95435, 3.80443, 3.32817)
C (-2.81357, 4.31887, 2.46223)
C (-3.28037, 4.59844, 1.04098)
O (-1.74414, 3.37759, 2.44757)
H (-4.34297, 2.86513, 2.92534)
H (-3.60469, 3.60609, 4.34196)
H (-4.77322, 4.52410, 3.37637)
H (-2.40665, 5.23166, 2.90018)
H (-3.64769, 3.68052, 0.57421)
H (-2.45233, 4.96422, 0.43314)
H (-4.08049, 5.34072, 1.02434)
H (-2.08063, 2.56095, 2.05932)
C (2.75700, -3.44427, 6.12132)
C (2.76939, -3.18500, 4.62277)
C (1.43910, -3.55255, 3.98261)
O (3.83004, -3.91485, 4.00572)
H (2.58851, -4.50557, 6.32298)
H (3.71685, -3.17650, 6.56328)
H (1.97279, -2.87044, 6.61684)
H (2.98392, -2.13119, 4.43686)
H (1.23092, -4.61706, 4.11990)
H (1.46551, -3.36129, 2.90894)
H (0.61790, -2.98153, 4.41814)
H (3.67164, -4.85310, 4.15298)
C (-8.41719, 0.55900, -1.70550)
C (-7.12682, 1.35706, -1.81799)
C (-6.84617, 1.75974, -3.25852)
O (-6.03566, 0.59898, -1.30243)
H (-8.34598, -0.36329, -2.28823)
H (-8.60208, 0.27651, -0.66879)
H (-9.27173, 1.13211, -2.06866)
H (-7.19595, 2.25103, -1.19624)
H (-6.72856, 0.87198, -3.88594)
H (-5.91796, 2.32887, -3.32179)
H (-7.65562, 2.36706, -3.66666)
H (-5.95021, -0.20269, -1.83535)



[3]
Formula: C13H24O6Si
Source: the Open Molecules 2025 dataset
Level of theory: wB97M-V/def2-TZVPD

Properties
Orbital gap = 0.394 hartree
HOMO = -10.1828 eV
SMILES = CCO[Si](CCC[C@H]1CC(=O)OC1=O)(OCC)OCC

CARTESIAN COORDINATES (ANGSTROEM)
C (-3.07238, 2.95040, -1.57372)
C (-2.71132, 2.83732, -0.11338)
O (-2.57981, 1.49136, 0.26530)
Si (-1.20485, 0.69282, -0.19952)
C (-0.54878, -0.10450, 1.34544)
C (0.83285, -0.69081, 1.08401)
C (1.33816, -1.54306, 2.25108)
C (2.62082, -2.34010, 1.94825)
C (3.81573, -1.43223, 1.70891)
C (4.72964, -1.83355, 2.85540)
O (5.86397, -1.42885, 2.92004)
O (4.12196, -2.63715, 3.74420)
C (2.97661, -3.13677, 3.20396)
O (2.28547, -4.04581, 3.59307)
O (-1.57463, -0.34285, -1.44506)
C (-2.69467, -1.11553, -1.19359)
C (-3.18066, -1.96128, -2.39596)
O (-0.14333, 1.86491, -0.76130)
C (0.72221, 1.57672, -1.80171)
C (0.99394, 2.77306, -2.67960)
H (-3.18938, 3.98276, -1.93966)
H (-2.28777, 2.50883, -2.18085)
H (-3.99725, 2.39720, -1.77024)
H (-3.50988, 3.24622, 0.53730)
H (-1.76134, 3.35864, 0.08815)
H (-0.50635, 0.62135, 2.15160)
H (-1.30388, -0.84371, 1.59684)
H (0.76445, -1.31464, 0.20197)
H (1.57245, 0.09317, 0.83669)
H (1.55979, -0.91577, 3.12683)
H (0.56360, -2.23710, 2.58247)
H (2.49586, -3.04774, 1.11545)
H (4.25970, -1.52029, 0.72710)
H (3.45861, -0.39951, 1.79964)
H (-2.43903, -1.77370, -0.33015)
H (-3.47384, -0.39458, -0.87037)
H (-3.11153, -1.37072, -3.30456)
H (-4.23559, -2.27672, -2.26437)
H (-2.55802, -2.84166, -2.51197)
H (0.27879, 0.67959, -2.34032)
H (1.66042, 1.18728, -1.38114)
H (1.57558, 2.53817, -3.57125)
H (0.03213, 3.23878, -2.95552)
H (1.56156, 3.51005, -2.09945)



[4]
Formula: C6H11N
Source: the Open Molecules 2025 dataset
Level of theory: wB97M-V/def2-TZVPD

Properties
Relative energy (zero: lowest compared OMol25 entry of this formula, charge and spin) = 2.1712 eV
Orbital gap = 0.342 hartree
HOMO = -8.5575 eV
SMILES = C=C(C)C.CC#N

CARTESIAN COORDINATES (ANGSTROEM)
C (0.89656, 0.11511, 1.12608)
C (-0.34916, -0.35676, 1.13699)
C (-1.60107, 0.43622, 1.15042)
C (-0.56925, -1.76908, 1.67503)
H (1.67229, -0.67581, 1.24080)
H (1.22064, 1.10222, 0.96250)
H (-2.07545, 0.25927, 0.23403)
H (-1.43682, 1.49666, 1.05456)
H (-2.29140, 0.21441, 1.92727)
H (-1.18170, -1.50369, 2.57278)
H (0.30264, -2.33013, 2.06057)
H (-1.18503, -2.45339, 1.08393)
C (1.43729, 0.81717, -3.06920)
C (0.60298, 1.08067, -1.90358)
N (-0.25222, 1.17016, -1.11982)
H (1.16891, 1.62342, -3.73968)
H (1.08354, -0.14392, -3.34879)
H (2.55726, 0.91748, -3.04391)



[5]
Formula: C10H8NO3PtS4Sb
Source: the Open Molecules 2025 dataset
Level of theory: wB97M-V/def2-TZVPD

Properties
Relative energy (zero: lowest compared OMol25 entry of this formula, charge and spin) = 0.0657 eV
Orbital gap (spin up / spin down) = 0.232 / 0.229 hartree
Multiplicity = 2
Total charge = +1
HOMO (spin up / spin down) = -12.3324 / -12.2610 eV

CARTESIAN COORDINATES (ANGSTROEM)
Pt (0.14190, -1.15075, 1.07334)
S (1.82370, -4.74133, 2.70854)
Sb (0.13026, -3.41339, 3.66108)
S (-1.13126, -2.97276, 1.61152)
S (1.05154, -1.18825, 3.18543)
O (0.77387, -0.56104, -3.70426)
C (0.83588, 0.15927, -2.58742)
C (0.50143, 1.51392, -2.64712)
C (0.62374, 2.32883, -1.53293)
C (1.06870, 1.82039, -0.31861)
C (1.36074, 0.46947, -0.23717)
C (1.20976, -0.38561, -1.34955)
C (1.45719, -1.85345, -1.21776)
O (1.70971, -2.54503, -2.17401)
O (1.34296, -2.31675, 0.01750)
H (1.12269, -1.45933, -3.51622)
H (0.18724, 1.91378, -3.60252)
H (0.40370, 3.38465, -1.62143)
H (1.21450, 2.47095, 0.53315)
H (1.84377, 0.08981, 0.68132)
S (-2.65711, 2.18038, 2.37881)
C (-3.17844, 1.42655, 0.93479)
C (-2.30451, 0.46840, 0.56157)
N (-1.23010, 0.35138, 1.41734)
C (-1.29597, 1.19142, 2.42328)
H (-4.08792, 1.72399, 0.43933)
H (-2.37752, -0.16561, -0.30932)
H (-0.54047, 1.26012, 3.19130)



[6]
Formula: C6H8N
Source: the Open Molecules 2025 dataset
Level of theory: wB97M-V/def2-TZVPD

Properties
Relative energy (zero: lowest compared OMol25 entry of this formula, charge and spin) = 7.1332 eV
Orbital gap (spin up / spin down) = 0.250 / 0.250 hartree
Total charge = +1
HOMO (spin up / spin down) = -13.8994 / -13.8999 eV

CARTESIAN COORDINATES (ANGSTROEM)
C (-2.21992, -0.78996, -1.23246)
C (-0.98802, -0.53954, -0.83740)
C (1.51882, 1.04734, 2.53779)
C (-1.32900, -0.82794, -2.37333)
C (1.10511, 0.52740, 0.26948)
C (-0.16878, -0.21677, 0.21496)
N (1.35030, 1.44671, 1.34759)
H (-3.16934, -0.29101, -1.02311)
H (1.82458, 1.75372, 3.21757)
H (1.16068, 0.07182, 2.97878)
H (-1.10059, -1.87662, -2.89016)
H (-1.32938, -0.03425, -3.17921)
H (1.84820, -0.21565, 0.36536)
H (1.04895, 1.09984, -0.66663)
H (-0.76061, -0.51373, 1.03504)